1.
{"formula": "C21H57BrN2O24P6", "method": "ωB97M-V/def2-TZVPD", "smiles": "CC[C@H](Br)[C@H](OC(=O)CON=O)[PH2]=N.COP(=O)(OC)OC.COP(=O)(OC)OC.COP(=O)(OC)OC.COP(=O)(OC)OC.COP(=O)(OC)OC", "lumo_energy_ev": -2.26, "spin_multiplicity": 1, "species": ["H", "O", "O", "P", "C", "H", "H", "O", "H", "P", "H", "H", "N", "H", "Br", "H", "O", "C", "C", "C", "C", "H", "H", "H", "H", "H", "H", "H", "O", "H", "P", "C", "H", "C", "O", "P", "H", "C", "C", "P", "H", "H", "H", "H", "O", "H", "H", "H", "O", "H", "H", "H", "C", "H", "H", "O", "H", "H", "N", "H", "H", "C", "H", "H", "H", "C", "O", "H", "O", "H", "H", "H", "H", "C", "H", "O", "O", "H", "O", "H", "O", "O", "C", "H", "H", "H", "O", "H", "C", "O", "H", "C", "P", "C", "O", "O", "H", "C", "H", "O", "C", "H", "H", "O", "H", "C", "C", "O", "O", "H", "H"], "xyz": [[-0.086, 1.672, -5.301], [5.426, -4.621, -6.244], [0.814, 3.801, -4.308], [-2.853, 1.169, -5.704], [-0.481, 2.234, -6.148], [-5.391, -0.580, 3.284], [-3.074, -0.896, 5.290], [-6.253, 2.335, 5.555], [-9.488, 1.229, 6.979], [5.173, -1.830, 7.520], [-4.991, 2.264, -3.760], [-1.451, -1.037, 6.017], [4.118, -2.477, -1.241], [0.651, -4.786, -6.064], [0.569, -3.786, -2.597], [-8.241, 4.394, 2.960], [4.778, -2.990, -5.099], [3.391, 2.439, -3.666], [7.335, -1.264, 6.113], [1.655, -4.538, -5.613], [-2.529, -3.486, 2.165], [7.961, -1.587, 5.282], [3.133, -0.255, -0.752], [-6.749, 4.394, 3.916], [3.254, 0.220, 8.819], [3.934, -0.159, 10.411], [1.076, -1.065, -2.982], [-8.546, 0.332, 8.187], [4.263, -0.953, 6.669], [-5.152, 1.128, 3.684], [2.807, -1.546, -1.298], [-4.630, -0.217, -7.047], [-3.301, 2.168, -3.193], [4.203, -0.758, -4.054], [2.828, -0.490, -3.917], [-0.819, -2.089, 3.583], [2.503, -4.747, -6.326], [2.054, -2.909, -3.631], [4.782, -1.558, -5.306], [-7.463, 1.593, 5.013], [6.989, -0.244, 5.926], [1.916, 6.488, -6.611], [-0.819, 3.214, -5.814], [0.310, 2.361, -6.887], [-3.275, -0.088, -6.643], [1.938, -1.532, 3.998], [3.904, 1.626, -4.168], [0.825, 6.305, -2.844], [-3.921, 0.655, -4.485], [3.936, 2.684, -2.754], [4.911, -1.938, -0.877], [-3.074, -4.169, 2.817], [1.311, 5.574, -2.198], [-4.646, -0.639, -8.053], [4.231, -1.325, -6.259], [-2.005, -2.560, 4.711], [2.930, -3.847, 8.467], [-6.158, 0.668, 2.288], [4.958, -3.541, -6.361], [-5.149, 0.743, -7.062], [-5.148, -0.901, -6.373], [-7.744, 3.957, 3.827], [5.006, 0.400, 9.110], [-8.105, 2.011, 7.799], [1.179, -0.003, 3.469], [4.120, -0.193, 9.336], [-3.632, 2.424, -6.059], [5.844, -1.197, -5.452], [2.371, 4.906, -2.881], [3.147, -4.560, 6.859], [2.307, -2.454, -5.850], [-8.328, 4.178, 4.721], [1.867, -2.139, -0.394], [1.403, 5.558, -6.864], [2.964, -3.538, -3.392], [0.477, -1.723, 2.536], [4.685, -3.378, 7.497], [1.453, 5.410, -7.942], [-1.595, -0.844, 3.173], [1.730, 6.087, -1.332], [2.039, 4.450, -6.223], [-7.630, 2.551, 3.619], [1.540, -0.983, 3.143], [1.813, -5.236, -4.739], [0.354, 5.620, -6.560], [-4.523, 1.042, -2.564], [4.298, -1.555, 8.954], [-3.050, -2.528, 2.123], [-8.488, 1.072, 7.389], [-1.194, -3.350, 2.630], [0.601, -2.551, -5.276], [-4.191, 1.592, -3.446], [2.113, 4.561, -4.524], [1.627, -3.005, -5.148], [6.221, -2.153, 6.214], [-1.563, 1.515, -6.756], [2.333, -0.845, 2.410], [3.293, -3.659, 7.456], [2.722, -2.845, 7.009], [5.038, -0.359, -3.269], [-2.336, -1.587, 5.698], [0.582, 4.841, -1.851], [-2.768, -2.099, 6.558], [3.393, 3.565, -4.535], [7.926, -1.291, 7.031], [-5.869, 0.400, 3.305], [2.147, -1.437, -3.066], [-7.033, 0.311, 4.117], [-7.609, 0.580, 6.377], [-2.496, -3.912, 1.161], [2.382, 2.115, -3.412]], "forces_ev_per_a": [[0.2, 0.2, -0.1], [-0.8, 1.1, -0.6], [0.2, 1.9, 0.1], [-6.0, 2.1, -5.9], [0.1, 0.3, 0.0], [-0.2, 0.0, 0.1], [0.2, 0.0, 0.0], [-1.6, 0.6, 0.2], [-0.1, 0.0, 0.2], [-7.5, -1.3, -5.0], [0.2, 0.1, -0.1], [-0.2, 0.1, 0.1], [-0.8, 1.0, -0.1], [1.3, 0.1, 0.3], [0.6, 0.4, -0.2], [-0.1, -0.2, 0.0], [0.0, 1.5, 0.2], [0.2, 0.0, 0.6], [0.2, 0.3, -0.2], [-0.3, 0.2, 0.3], [-0.5, -0.4, 0.2], [-0.1, -0.1, 0.0], [-0.9, -0.2, -0.6], [0.0, -0.1, 0.2], [0.2, 0.0, -0.1], [0.1, -0.1, 0.0], [1.3, -0.2, -0.4], [0.1, 0.0, -0.1], [1.2, 0.8, 0.9], [-0.1, 0.0, 0.1], [2.9, -1.3, 1.0], [-0.5, -0.3, 0.2], [-0.2, 0.1, 0.1], [2.1, -0.5, 0.5], [1.3, -1.5, 0.1], [-6.3, 2.0, -6.4], [-1.1, 0.3, 0.6], [0.1, 0.1, -0.7], [-0.4, 1.2, -0.5], [8.7, -1.0, -0.8], [0.0, 0.0, 0.0], [-0.1, 0.1, -0.2], [0.0, -0.1, 0.0], [-0.1, -0.1, 0.0], [1.0, 0.1, 0.4], [0.3, 0.2, -0.1], [0.0, 0.4, -0.1], [-0.1, -0.1, 0.2], [3.1, -0.6, 0.6], [0.0, -0.1, 0.0], [-0.3, -0.4, -0.4], [-0.1, 0.1, 0.0], [-0.2, 0.1, 0.4], [0.2, 0.0, 0.1], [0.3, -0.2, 1.0], [3.1, -0.9, 1.1], [-0.1, 0.0, 0.0], [0.1, 0.0, 0.0], [1.0, -2.0, 0.3], [0.2, 0.1, 0.1], [-0.1, 0.0, 0.0], [0.0, 0.4, -0.2], [-0.2, 0.1, 0.0], [0.0, 0.0, 0.0], [0.0, 0.0, 0.0], [-0.2, 0.3, 0.2], [1.0, -0.1, 1.3], [-1.2, -0.4, 0.5], [0.8, 2.4, -2.1], [0.2, 0.0, 0.0], [-0.5, -0.2, 1.0], [0.1, 0.2, -0.1], [-0.4, 0.8, -0.9], [-0.3, 0.2, -0.2], [-1.0, 0.9, -0.3], [1.2, -1.8, 2.9], [1.2, 0.3, 0.1], [0.1, -0.1, 0.1], [1.0, 0.3, 1.3], [0.1, 0.0, -0.1], [1.5, 3.1, 1.2], [-2.8, -0.9, 1.4], [0.2, 0.3, 0.1], [-0.3, 0.8, -0.9], [0.0, 0.0, 0.0], [0.1, -0.1, -0.1], [3.2, -0.2, 0.5], [0.2, 0.1, 0.1], [-0.1, 0.1, 0.3], [1.1, 0.1, 0.5], [1.1, -0.5, 0.2], [-0.2, 0.1, 0.3], [-1.8, -8.5, 1.4], [0.2, -0.7, 0.0], [1.8, 0.0, 3.2], [0.9, -2.0, 3.0], [-0.1, -0.1, 0.0], [-0.4, -0.2, 0.4], [0.2, 0.1, 0.0], [-1.9, -0.2, -1.1], [-0.3, 0.2, 0.3], [0.0, 0.0, -0.2], [0.1, -0.1, -0.1], [-0.2, 1.0, -0.7], [0.2, 0.1, -0.2], [0.2, 0.1, -0.6], [-2.2, -0.4, 0.5], [-1.0, 0.0, 0.8], [-3.2, 0.8, -1.5], [0.2, 0.0, 0.1], [0.0, 0.2, -0.1]]}



2.
{"formula": "C6H10", "method": "ωB97M-V/def2-TZVPD", "smiles": "C=C/C(C)=C/C", "e_above_lowest_kj_mol": 142.8, "lumo_energy_ev": 1.05, "spin_multiplicity": 1, "species": ["H", "H", "C", "C", "C", "H", "H", "H", "C", "H", "H", "C", "H", "H", "H", "C"], "xyz": [[-1.397, 1.396, 1.920], [-1.510, -0.647, -0.339], [-1.664, 0.378, 1.629], [0.297, 0.135, 0.025], [0.219, -0.782, -2.298], [-1.563, -0.232, 2.530], [2.325, 0.369, 0.821], [-0.814, -0.427, -2.290], [1.325, 0.791, 0.925], [1.016, 0.581, 1.959], [0.481, -1.036, -3.313], [0.880, -0.588, -1.155], [-2.735, 0.361, 1.426], [1.965, -0.650, -1.175], [1.430, 1.876, 0.968], [-0.937, -0.169, 0.451]], "forces_ev_per_a": [[0.1, 0.0, -0.2], [-0.3, -0.6, 0.5], [-0.5, -0.1, 0.4], [1.0, -1.4, 0.7], [-1.4, 1.0, 0.3], [0.3, -0.2, 0.0], [-0.1, 0.0, -0.2], [0.0, -0.2, 0.0], [-0.4, -0.1, 1.3], [0.2, -0.1, -0.1], [0.9, -0.6, 0.3], [0.2, 1.4, -1.2], [0.0, 0.2, 0.0], [0.0, -0.5, 0.3], [-0.2, 0.1, -0.8], [0.2, 1.1, -1.4]]}



In eV, the electronic energy values for the records above are, in order, -200583.282 -6382.379.
In eV, the HOMO-LUMO gap values for the records above are, in order, 6.021 9.514.
In eV, the HOMO energy values for the records above are, in order, -8.277 -8.466.